# 1
Density functional theory data (the ωB97M-V functional and the def2-TZVPD basis) for a molecular structure, C20H39Cl3GdN3O3Si at a distorted geometry.

Geometry as XYZ:
```
70
Properties=species:S:1:pos:R:3:forces:R:3
Gd -3.078 0.366 -0.450 -1.2 -0.7 0.6
Cl -2.238 -0.121 2.058 0.0 0.1 -0.3
Cl -3.292 -2.053 -1.147 -0.1 -0.3 -0.3
Cl -0.823 1.058 -0.736 1.2 -0.8 0.2
Si 1.877 -2.729 0.782 -1.9 0.8 -1.6
O -2.544 1.444 -2.925 1.1 0.9 -0.3
O 1.845 -1.096 0.570 1.0 2.5 -0.2
O -5.139 0.070 0.759 -0.2 -0.4 0.4
N -0.318 1.548 -3.588 -0.5 0.3 0.6
N -2.911 2.685 0.509 0.3 0.7 -0.6
N -5.956 -1.865 1.663 -0.3 0.1 -0.2
C -5.997 -2.788 2.782 0.2 0.1 0.5
C 3.864 0.342 0.349 -2.9 -6.6 5.6
C 0.739 3.323 2.133 0.0 0.3 0.2
C 1.339 2.058 2.139 -0.5 0.1 0.3
C 0.822 3.325 -0.263 0.8 -0.5 -0.2
C 0.458 3.963 0.916 0.4 -0.6 0.1
C -6.876 -2.113 0.564 0.0 -0.1 0.1
C 2.508 0.143 1.026 0.5 -0.7 -0.7
C 4.227 1.335 -0.477 2.4 6.2 -5.4
C -1.476 2.077 -3.122 -0.4 -1.0 0.0
C -0.023 0.106 -3.558 -0.1 0.4 -0.4
C 1.482 2.070 -0.257 -0.3 1.3 0.8
C -5.170 -0.795 1.666 0.0 -0.2 0.0
C 0.857 2.398 -3.791 -0.3 -0.2 0.1
C 3.518 -3.619 0.797 0.1 -0.6 0.6
C 5.484 1.293 -1.270 -0.2 0.2 -0.5
C 0.578 -2.838 2.146 0.1 -0.8 0.6
C 1.710 1.419 0.950 0.0 0.2 0.0
C 4.887 -0.624 0.821 0.2 0.4 0.1
C 1.000 -3.050 -0.919 0.0 -0.5 0.4
H 1.286 2.116 -4.761 0.0 0.3 0.2
H -3.495 2.986 1.272 -0.1 0.1 0.2
H 6.389 1.375 -0.654 0.0 -0.2 0.1
H 3.268 -4.684 0.656 0.0 0.2 0.0
H 0.541 3.449 -3.788 0.2 -0.3 -0.1
H -0.403 -2.751 1.629 0.6 -0.1 0.3
H -5.127 -2.597 3.425 -0.3 -0.1 -0.2
H -0.037 4.929 0.889 0.1 -0.1 0.0
H -6.912 -2.653 3.385 0.3 0.0 -0.3
H 1.465 1.532 3.100 0.1 0.3 -0.6
H 0.524 3.862 3.077 0.0 -0.6 -0.6
H -5.961 -3.829 2.437 0.1 0.3 0.0
H 3.629 2.227 -0.649 0.4 -0.1 0.6
H 5.097 -1.438 0.095 0.1 0.5 0.2
H 5.511 2.166 -1.929 0.1 -0.2 -0.1
H -0.922 -0.477 -3.341 0.2 0.2 -0.1
H -4.489 -0.753 2.527 -0.2 0.2 -0.2
H -1.999 2.387 0.875 -0.3 0.4 0.2
H 0.372 -0.137 -4.548 -0.1 -0.3 0.1
H -2.726 3.477 -0.126 -0.2 -0.5 0.6
H 1.786 1.583 -1.177 -0.2 0.1 0.2
H -7.905 -1.909 0.889 0.2 -0.1 -0.2
H -6.591 -1.458 -0.253 -0.1 -0.1 -0.1
H -1.382 3.163 -2.870 -0.2 -0.5 -0.5
H 5.823 -0.072 1.014 0.0 -0.5 0.1
H 5.597 0.375 -1.873 0.0 0.1 0.1
H 0.076 -2.425 -0.955 0.6 -0.4 0.1
H 4.528 -1.090 1.736 0.3 -0.2 0.1
H 0.707 -4.112 -1.102 0.2 0.7 0.0
H 1.616 2.241 -3.000 -0.4 0.0 -0.4
H 4.170 -3.342 -0.044 -0.3 0.0 0.4
H 4.066 -3.580 1.758 -0.1 0.2 -0.5
H 1.673 -2.693 -1.727 -0.3 -0.3 0.3
H 0.582 3.769 -1.227 0.1 0.1 0.1
H -6.784 -3.163 0.258 -0.1 0.3 0.0
H 0.746 -0.107 -2.800 -0.3 0.1 -0.1
H 0.580 -3.758 2.776 -0.1 0.6 -0.4
H 0.661 -1.947 2.802 0.0 -0.5 -0.3
H 2.685 0.010 2.096 0.3 -0.2 0.2
```
Forces are in eV/Å.

Relative energy (zero: lowest compared OMol25 entry of this formula, charge and spin) = 182.3 kcal per mole
E_LUMO (spin up / spin down) = 0.30 / -1.53 eV
2S+1 = 8
Gap between HOMO and LUMO (spin up / spin down) = 5.112 / 6.679 eV
Electronic energy = -98264.3776 eV

---

# 2
Density functional theory data (the ωB97M-V functional and the def2-TZVPD basis) for a molecular structure, C4H5F at a distorted geometry.

Geometry as XYZ:
```
10
Properties=species:S:1:pos:R:3:forces:R:3
F 1.371 1.398 0.408 -2.1 -4.4 -1.1
C 1.458 -1.157 -0.058 -0.3 3.2 0.5
C 0.645 -0.124 0.057 1.3 2.7 0.8
C -1.482 1.084 -0.062 0.1 -3.9 0.2
C -0.818 -0.073 -0.010 2.5 3.9 0.1
H 1.052 -2.068 -0.282 -1.0 -2.2 -0.5
H -2.512 1.013 -0.030 -2.1 0.3 -0.1
H -0.994 1.960 -0.064 1.6 3.0 0.0
H -1.212 -1.005 0.018 -1.6 -2.6 0.0
H 2.491 -1.028 0.022 1.4 0.1 0.2
```
Forces are in eV/Å.

Relative energy (zero: lowest compared OMol25 entry of this formula, charge and spin) = 38.1 kcal per mole
E_LUMO = 0.53 eV
2S+1 = 1
Gap between HOMO and LUMO = 10.203 eV
Electronic energy = -6943.5636 eV

---

# 3
Density functional theory data (the ωB97M-V functional and the def2-TZVPD basis) for 2 unconnected molecules or ions with the total composition C3H11NO2S at a distorted geometry.

Geometry as XYZ:
```
18
Properties=species:S:1:pos:R:3:forces:R:3
S -3.205 2.191 -1.872 0.8 0.3 0.0
O 6.442 -0.403 3.393 -0.8 -1.0 -0.8
O 0.473 -1.840 -0.634 -2.3 0.4 1.5
N -0.459 0.402 -0.670 -0.4 0.5 -0.5
C -1.855 0.296 -0.146 -0.9 -2.5 0.8
C 0.666 -0.458 -0.219 -1.0 -0.3 0.1
C -3.000 0.548 -1.218 1.0 0.2 1.4
H -0.187 1.345 -0.965 -0.2 -0.7 0.4
H -2.117 0.859 0.789 0.7 -0.3 -0.6
H 1.683 -0.118 -0.648 -1.9 -0.4 0.7
H 5.876 -1.084 3.773 0.1 0.1 1.3
H -4.015 0.287 -0.971 -0.2 -0.3 1.2
H 0.633 -0.489 0.891 0.6 0.2 -0.4
H -2.058 -0.883 0.114 0.7 2.8 -0.4
H -1.878 2.325 -2.037 -0.2 0.4 -0.3
H -2.777 -0.174 -1.921 0.6 -1.1 -2.2
H -0.409 -2.123 -0.156 2.7 0.7 -1.5
H 6.189 -0.680 2.498 0.7 0.9 -0.5
```
Forces are in eV/Å.

Relative energy (zero: lowest compared OMol25 entry of this formula, charge and spin) = 40.1 kcal per mole
SMILES string = OCNCCS.O
E_LUMO = 0.60 eV
2S+1 = 1
Gap between HOMO and LUMO = 9.591 eV
Electronic energy = -19707.7856 eV

---

# 4
Density functional theory data (the ωB97M-V functional and the def2-TZVPD basis) for a molecular structure, C7H15NSSi at a distorted geometry.

Geometry as XYZ:
```
25
Properties=species:S:1:pos:R:3:forces:R:3
S -2.263 1.622 -0.825 0.3 -2.8 2.4
Si -0.082 0.024 -0.024 -1.0 1.3 -2.2
N -1.189 3.573 -2.438 0.6 1.1 -0.9
C -1.228 -1.211 0.759 1.0 -1.3 1.3
C 0.338 -0.540 -1.857 -0.2 -0.9 -1.6
C -2.080 -0.781 1.975 -1.4 -0.3 -0.8
C 1.123 0.770 1.279 0.0 1.5 1.1
C 1.881 -0.381 2.042 1.0 2.5 -1.3
C 1.366 0.126 -2.947 0.5 0.5 2.9
C -1.609 2.752 -1.759 0.6 0.8 -0.6
H 0.448 1.363 2.008 0.7 -1.1 -1.0
H 1.418 -0.433 -3.853 -0.3 -0.8 -0.5
H 1.915 1.583 1.053 -1.5 -1.4 -0.5
H -0.628 -0.409 -2.461 0.8 -0.5 1.5
H 2.422 0.062 -2.492 -1.5 0.8 -0.9
H 0.517 -1.719 -1.758 -0.2 2.4 -0.3
H 2.657 -0.760 1.374 -0.2 -0.4 0.1
H 2.398 0.042 2.891 0.2 0.3 0.2
H -2.637 0.079 1.607 -0.4 0.1 0.0
H -0.477 -2.029 1.017 -0.8 0.6 0.0
H -2.828 -1.605 2.090 0.6 0.8 0.5
H -1.732 -0.438 2.938 0.9 -0.4 0.1
H 1.262 -1.102 2.439 -1.4 -1.9 0.5
H 1.005 1.164 -3.250 0.8 -1.2 0.8
H -1.999 -1.753 0.194 0.8 0.5 -0.9
```
Forces are in eV/Å.

Relative energy (zero: lowest compared OMol25 entry of this formula, charge and spin) = 41.7 kcal per mole
E_LUMO = -0.12 eV
2S+1 = 1
Gap between HOMO and LUMO = 8.457 eV
Electronic energy = -27703.4423 eV

---

# 5
Density functional theory data (the ωB97M-V functional and the def2-TZVPD basis) for 3 unconnected molecules or ions with the total composition C4H10O3 at a distorted geometry.

Geometry as XYZ:
```
17
Properties=species:S:1:pos:R:3:forces:R:3
O -0.139 -1.302 1.089 -0.3 0.3 -0.2
O -0.471 1.238 0.810 0.3 0.2 -0.1
O 0.581 -2.744 -1.092 -0.2 0.0 0.2
C 0.642 -0.719 0.217 0.0 0.3 -0.1
C 0.117 0.566 -0.171 -0.5 -0.1 -0.3
C -1.137 2.424 0.427 0.0 0.4 -0.1
C 1.368 -1.620 -0.818 0.2 0.3 0.1
H -1.433 -0.655 0.424 0.6 -0.2 -2.1
H -1.805 2.244 -0.426 0.2 0.0 0.2
H 2.349 -1.912 -0.409 -0.2 0.0 0.0
H -1.729 2.734 1.288 0.1 0.0 -0.1
H 1.545 -1.107 -1.774 0.0 0.1 0.3
H -0.385 3.177 0.184 -0.2 0.2 -0.1
H 0.549 1.092 -1.027 -0.3 0.2 0.0
H -1.537 -0.208 -0.659 0.4 -0.8 2.2
H 0.064 -2.894 -0.283 0.0 0.0 0.0
H 1.467 0.127 0.585 0.0 -1.0 0.3
```
Forces are in eV/Å.

Relative energy (zero: lowest compared OMol25 entry of this formula, charge and spin) = 154.6 kcal per mole
E_LUMO = 0.29 eV
2S+1 = 1
Gap between HOMO and LUMO = 9.837 eV
Electronic energy = -10446.5401 eV

---

# 6
Density functional theory data (the ωB97M-V functional and the def2-TZVPD basis) for C16H19N5O in the gas phase at a distorted geometry.

Geometry as XYZ:
```
41
Properties=species:S:1:pos:R:3:forces:R:3
O -2.992 -1.158 -2.911 -0.8 -0.3 -1.0
N -3.900 1.280 0.826 0.3 -0.5 -1.5
N -1.769 0.117 0.648 0.1 0.4 1.6
N 0.136 -1.150 0.405 -1.6 0.0 -0.3
N -1.416 -1.231 -1.329 -0.7 0.2 0.8
N -4.943 1.385 -0.138 -0.4 -0.1 0.2
C -2.971 0.458 0.274 0.2 -0.9 -2.5
C 3.216 -0.707 -0.301 1.0 0.1 -0.4
C -5.147 1.232 2.891 0.1 -0.5 0.3
C -2.666 -0.837 -1.787 1.4 -0.9 -1.7
C -3.926 1.822 2.178 -1.2 0.6 -0.4
C -1.074 -0.770 -0.155 0.3 0.3 0.5
C 2.869 -0.085 -2.984 0.3 0.2 0.0
C 4.202 0.069 -0.950 -0.7 -0.1 -0.9
C 1.886 -0.813 -2.314 0.9 0.5 -0.5
C 2.085 -1.146 -0.977 -0.1 -0.4 -0.7
C 4.964 1.337 -3.043 0.7 1.0 1.4
C -4.046 3.348 2.103 0.3 0.0 -0.1
C 1.074 -2.018 -0.300 0.2 1.0 0.7
C -3.494 0.024 -1.015 -0.3 0.8 1.8
C 4.017 0.413 -2.320 -0.3 -0.6 0.8
C -4.703 0.628 -1.242 1.8 -0.5 1.0
H -5.297 0.510 -2.148 -0.2 0.5 0.6
H -3.154 3.832 1.664 -0.5 -0.4 -0.1
H -6.065 1.635 2.441 0.1 -0.1 0.1
H -5.158 0.119 2.786 0.0 0.9 0.3
H 5.229 0.989 -4.012 0.0 -0.3 -1.0
H 0.504 -0.402 0.974 0.2 -0.3 0.2
H 1.585 -2.628 0.416 0.3 -0.3 0.7
H -4.100 3.726 3.123 -0.4 0.2 0.0
H -4.960 3.593 1.514 0.6 0.2 0.6
H -5.717 2.015 -0.068 0.1 0.2 0.6
H 5.128 0.347 -0.425 -0.6 0.0 -0.3
H 5.947 1.493 -2.504 -1.2 -0.2 -0.3
H 4.489 2.339 -3.138 0.4 -0.6 0.0
H 3.407 -1.052 0.716 -0.1 0.1 -0.2
H 1.001 -1.114 -2.872 0.1 -0.2 0.4
H 0.557 -2.718 -0.935 -0.3 0.3 -0.5
H -3.004 1.522 2.672 0.1 -0.2 -0.3
H -5.129 1.531 3.954 -0.1 -0.3 -0.4
H 2.748 0.060 -4.075 0.1 0.2 0.8
```
Forces are in eV/Å.

Relative energy (zero: lowest compared OMol25 entry of this formula, charge and spin) = 43.5 kcal per mole
SMILES string = Cc1ccc(CNc2nc3n(C(C)C)[nH]cc-3c(=O)n2)cc1
E_LUMO = 0.28 eV
2S+1 = 1
Gap between HOMO and LUMO = 8.344 eV
Electronic energy = -26397.6567 eV

---

# 7
Density functional theory data (the ωB97M-V functional and the def2-TZVPD basis) for 2 unconnected molecules or ions with the total composition C10H18ClIO6.

Geometry as XYZ:
```
36
Properties=species:S:1:pos:R:3:forces:R:3
I 1.434 -2.611 4.614 -0.1 0.0 0.0
Cl 3.873 -1.046 0.871 0.1 0.2 0.0
O 3.132 2.131 1.550 -0.1 0.0 0.1
O 2.273 1.499 3.489 0.0 -0.2 0.0
O 3.660 -0.688 4.481 0.1 0.0 -0.1
O -3.358 0.192 -3.276 0.1 0.0 0.0
O 1.171 1.032 1.542 0.0 -0.4 0.4
O -1.731 0.441 -0.838 0.0 0.0 0.0
C -1.671 1.845 -1.034 0.1 0.0 0.0
C -3.053 -0.078 -0.884 0.2 -0.1 0.1
C 2.033 -1.523 -1.066 0.1 -0.1 0.1
C 1.276 -0.294 1.010 0.0 -0.3 -0.6
C 2.400 -0.481 -0.001 -0.2 -0.4 -0.2
C -3.350 -0.741 -2.210 -0.2 0.1 -0.1
C 2.492 -0.733 4.376 0.3 -0.1 0.0
C 1.580 0.451 4.126 -0.4 0.1 0.3
C 2.276 1.552 2.139 0.2 0.4 -0.3
C -2.173 0.181 -4.050 0.0 0.0 0.0
H 0.954 -1.596 -1.200 0.0 0.1 0.0
H -2.124 -0.720 -4.671 0.0 0.0 0.0
H -1.281 0.235 -3.422 0.0 0.0 0.0
H -2.624 -1.538 -2.402 0.0 0.0 0.0
H -3.140 -0.825 -0.089 0.0 0.0 0.0
H -4.345 -1.194 -2.162 0.0 0.0 0.0
H -3.781 0.713 -0.685 0.0 0.0 0.0
H 2.399 -2.508 -0.780 -0.1 0.0 0.0
H 0.336 -0.478 0.499 -0.2 0.3 0.0
H -2.045 2.373 -0.152 0.0 0.0 0.0
H 1.295 0.809 5.119 0.0 0.0 0.0
H -0.625 2.110 -1.181 0.0 0.0 0.0
H 2.649 0.466 -0.472 0.0 0.1 0.2
H 2.474 -1.274 -2.028 0.1 0.0 0.0
H -2.244 2.152 -1.911 0.0 0.0 0.0
H 1.376 -1.062 1.781 0.0 0.2 0.2
H -2.200 1.053 -4.701 0.0 0.0 0.0
H 0.666 0.156 3.618 0.1 0.0 -0.2
```
Forces are in eV/Å.

SMILES string = C[C@H](Cl)COC(=O)OCC(=O)I.COCCOC
E_LUMO = 0.22 eV
2S+1 = 1
Gap between HOMO and LUMO = 9.813 eV
Electronic energy = -43568.2661 eV